Entry P
The following is a quantum chemistry calculation of an isolated molecule of C2H2O2, from OMol25.

The geometry in XYZ format:
```
6
Properties=species:S:1:pos:R:3:lowdin_charge:R:1
C 0.7994 -0.0235 0.1473 -0.16
C -0.8814 -0.0158 -0.0179 -0.16
O 1.7157 -0.7334 0.5085 0.06
O -1.7703 -0.4853 0.6232 0.09
H 1.1185 0.9478 -0.2348 0.09
H -0.9818 0.3103 -1.0264 0.09
```

The HOMO energy comes out at -9.8 eV. Its SMILES is O=CC=O. The value obtained for the molecular weight is 58.036 u. The value obtained for the lowest unoccupied orbital energy is -0.73 eV. As for the gap between HOMO and LUMO: 9.11 eV.

Entry Q
The following is a quantum chemistry calculation of C2H2O2 as an isolated structure, from OMol25.

The geometry in XYZ format:
```
6
Properties=species:S:1:pos:R:3:lowdin_charge:R:1
C -2.0749 -1.4560 1.9992 -0.02
C -1.3352 1.7588 1.2742 -0.04
O -1.6308 -1.8737 1.0412 0.00
O -1.7767 2.7566 1.4298 0.06
H 3.6060 -0.2546 -2.8693 0.00
H 3.2117 -0.9311 -2.8751 0.00
```

The HOMO energy comes out at -13.0 eV. The value obtained for the molecular weight is 58.036 u. The value obtained for the lowest unoccupied orbital energy is 1.18 eV. As for the gap between HOMO and LUMO: 14.17 eV.

Entry R
The following is a quantum chemistry calculation of an isolated molecule of C2H2O2, from OMol25.

The geometry in XYZ format:
```
6
Properties=species:S:1:pos:R:3:lowdin_charge:R:1
O -0.7506 0.2832 1.5992 0.14
C -0.2520 -0.4487 0.8132 -0.30
C -0.0606 0.7724 -1.1429 0.11
O 0.5416 -0.0053 -0.2582 -0.11
H -0.2758 -1.5453 0.8189 0.15
H 0.7862 1.0047 -1.8316 0.02
```

The HOMO energy comes out at -9.4 eV. The value obtained for the molecular weight is 58.036 u. The value obtained for the lowest unoccupied orbital energy is 0.09 eV. As for the gap between HOMO and LUMO: 9.50 eV.

Entry S
The following is a quantum chemistry calculation of an isolated molecule of C2H2O2, from OMol25.

The geometry in XYZ format:
```
6
Properties=species:S:1:pos:R:3:lowdin_charge:R:1
O -0.7704 1.2466 -1.2521 0.14
C -0.7598 0.4460 -0.3800 -0.30
C 0.9036 -0.9284 0.3158 0.09
O 0.3904 0.2840 0.4345 -0.10
H -1.5828 -0.2133 -0.0696 0.14
H 1.8190 -0.8348 0.9514 0.02
```

The HOMO energy comes out at -9.6 eV. The value obtained for the molecular weight is 58.036 u. The value obtained for the lowest unoccupied orbital energy is -0.07 eV. As for the gap between HOMO and LUMO: 9.51 eV.

Stability order, top to bottom: entry Q, entry P, entry S, entry R

Entry P
The following is a quantum chemistry calculation of C2H6N4O2 as an isolated structure, from OMol25.

The geometry in XYZ format:
```
14
Properties=species:S:1:pos:R:3:lowdin_charge:R:1
C 0.7684 0.7581 -0.9340 -0.49
C -0.2139 -1.0115 0.2403 -0.61
H 1.1745 2.7407 -1.1121 0.20
H -0.4417 2.0989 -1.0418 0.11
H 2.5581 -0.2009 -0.1297 0.12
H 0.9649 -1.7536 1.6631 0.22
H -1.3875 -2.1921 1.5101 0.13
H -2.6300 0.4397 0.2554 0.33
N 0.4564 1.9226 -1.6678 0.04
N 2.0387 0.5809 -0.7531 0.09
N 0.9368 -1.4150 0.3503 0.10
N -1.4774 -1.3832 0.8922 -0.11
O -0.4353 -0.1227 -0.6986 0.02
O -2.3120 -0.4618 1.4255 -0.16
```

The HOMO energy comes out at -9.0 eV. The value obtained for the molecular weight is 118.096 u. The value obtained for the lowest unoccupied orbital energy is -0.91 eV. As for the gap between HOMO and LUMO: 8.13 eV.

Entry Q
The following is a quantum chemistry calculation of an isolated molecule of C2H6N4O2, from OMol25.

The geometry in XYZ format:
```
14
Properties=species:S:1:pos:R:3:lowdin_charge:R:1
C 0.5772 0.1822 0.0964 -0.41
C -1.6234 0.6206 0.7769 -0.31
H -1.4302 -0.9216 -1.0393 0.06
H 1.1678 -0.8239 -1.5409 0.15
H 1.9673 1.1647 1.0968 0.14
H 2.7699 -0.9430 0.4177 0.13
H -2.1978 0.9096 1.6763 0.11
H -3.2164 0.4758 -0.2372 0.05
N 0.4094 -0.6682 -0.9128 0.02
N 1.8414 0.7365 0.1854 -0.01
N -0.2784 0.6090 0.9830 0.09
N -2.2182 0.3602 -0.3260 0.05
O -0.6244 -1.5560 -1.0058 -0.04
O 2.8558 -0.1459 -0.1705 -0.05
```

The HOMO energy comes out at -9.2 eV. Its SMILES is [H]/N=C/N=C(NO)NO. The value obtained for the molecular weight is 118.096 u. The value obtained for the lowest unoccupied orbital energy is 0.60 eV. As for the gap between HOMO and LUMO: 9.79 eV.

Stability order, top to bottom: entry Q, entry P

Entry P
The following is a quantum chemistry calculation of C2H6N4O2 as an isolated structure, from OMol25.

The geometry in XYZ format:
```
14
Properties=species:S:1:pos:R:3:lowdin_charge:R:1
N -0.5533 0.0485 0.0313 -0.28
C 1.0988 -0.6031 0.7249 -0.54
N -1.0210 -0.5535 -1.1429 0.10
N 1.5629 -1.8001 0.2655 0.18
C -0.6155 1.4407 0.2199 -0.23
O -0.3947 -0.7867 1.1581 0.00
N -1.0389 2.1439 -0.7347 0.10
O 1.7638 0.3415 1.0481 0.09
H -0.7868 0.0658 -1.9197 0.09
H -2.0377 -0.5717 -1.0791 0.09
H 0.8832 -2.5221 0.0953 0.10
H 2.4535 -2.0812 0.6430 0.11
H -1.0114 3.1374 -0.5286 0.05
H -0.3029 1.7406 1.2189 0.13
```

The HOMO energy comes out at -8.9 eV. The value obtained for the molecular weight is 118.096 u. The value obtained for the lowest unoccupied orbital energy is 0.75 eV. As for the gap between HOMO and LUMO: 9.60 eV.

Entry Q
The following is a quantum chemistry calculation of a 3-piece molecular cluster, C2H6N4O2 overall, from OMol25.

The geometry in XYZ format:
```
14
Properties=species:S:1:pos:R:3:lowdin_charge:R:1
C -1.7159 -0.6614 0.7203 -0.42
C -0.0169 -2.0234 -1.5667 -0.43
N -0.4028 -3.0936 -1.8678 0.23
N 2.4829 2.4405 1.3116 0.05
N -1.2098 1.3903 -0.3054 0.14
N -1.5054 0.6561 0.6368 0.02
O -2.6461 -1.3640 0.9623 0.08
O 0.2781 -0.9242 -1.3716 0.13
H -0.6632 -1.0886 0.8619 0.14
H 1.7449 1.7969 1.3721 -0.02
H -0.0538 -4.0341 -1.8517 0.10
H 2.6459 2.7061 0.4293 -0.05
H 2.1354 3.2481 1.8381 0.03
H -1.0732 0.9513 -1.1692 0.03
```

The HOMO energy comes out at -9.6 eV. Its SMILES is [H]/N=N\C=O.N=C=O.N. The value obtained for the molecular weight is 118.096 u. The value obtained for the lowest unoccupied orbital energy is -0.25 eV. As for the gap between HOMO and LUMO: 9.37 eV.

Stability order, top to bottom: entry Q, entry P